[1]
2 unconnected molecules or ions with the total composition C5H14 at a distorted geometry. Source: the OMol25 dataset; level of theory: the ωB97M-V functional and the def2-TZVPD basis.

Structure (XYZ):
```
19
Properties=species:S:1:pos:R:3:lowdin_charge:R:1
C -0.394 -1.387 2.672 -0.1343
C -0.021 -0.512 1.487 -0.3242
C -0.806 0.796 1.505 -0.1312
H -1.449 -1.671 2.666 0.0708
H -0.282 -0.876 3.635 0.0713
H 0.238 -2.275 2.723 0.0658
H 1.036 -0.265 1.501 0.1005
H -0.277 -1.046 0.571 0.0884
H -1.845 0.695 1.761 0.0626
H -0.363 1.512 2.205 0.0732
H -0.774 1.329 0.550 0.0530
C 0.824 0.337 -2.040 -0.1655
C 0.341 0.677 -3.451 -0.1727
H 1.311 -0.636 -2.018 0.0642
H 1.615 1.046 -1.793 0.0674
H 0.002 0.329 -1.339 0.0314
H 0.038 1.718 -3.562 0.0599
H -0.509 0.051 -3.725 0.0595
H 1.106 0.495 -4.207 0.0599
```

Summary:
* net charge: 0
* total energy: -198.88428 a.u.
* HOMO-LUMO gap: 12.6057 eV
* maximum force: 0.023 Eh/bohr

***

[2]
C3H4BNO2 in the gas phase at a distorted geometry. Source: the OMol25 dataset; level of theory: the ωB97M-V functional and the def2-TZVPD basis.

Structure (XYZ):
```
11
Properties=species:S:1:pos:R:3:lowdin_charge:R:1
C -0.844 -1.640 0.087 0.1227
C -1.149 -0.355 -0.094 -0.1836
C -2.492 0.060 -0.044 -0.2384
N -3.616 0.247 0.016 0.1780
B -0.148 0.887 -0.022 -0.5319
O -0.606 2.176 0.046 0.2214
O 1.234 0.587 -0.007 0.1684
H -1.722 -2.243 0.109 0.0797
H 0.227 -1.896 0.067 0.0960
H -0.087 2.830 0.364 0.0518
H 1.819 1.191 -0.313 0.0358
```

Summary:
* net charge: 0
* total energy: -346.86152 a.u.
* HOMO-LUMO gap: 10.4946 eV
* maximum force: 0.106 Eh/bohr

***

[3]
A molecular structure, C46H46N2O3PScTe at a distorted geometry. Source: the OMol25 dataset; level of theory: the ωB97M-V functional and the def2-TZVPD basis.

Structure (XYZ):
```
100
Properties=species:S:1:pos:R:3:lowdin_charge:R:1
Sc 2.734 -1.298 0.159 0.9976
C 4.531 -0.509 -1.404 -0.2028
C 4.910 -0.077 -0.110 -0.2023
C 3.981 0.889 0.317 -0.1839
C 3.030 1.067 -0.712 -0.1784
C 3.367 0.204 -1.772 -0.1725
H 5.009 -1.280 -1.990 0.0962
H 5.738 -0.455 0.471 0.0949
H 3.969 1.377 1.280 0.0989
H 2.155 1.693 -0.675 0.0535
H 2.795 0.063 -2.676 0.1055
O 2.027 -0.655 2.099 -0.1635
C 1.106 -0.043 1.488 -0.2176
C -0.106 0.302 2.262 -0.2385
C -0.532 -0.531 3.294 -0.0338
C -1.708 -0.267 3.973 -0.0795
C -2.456 0.854 3.636 -0.0920
C -2.034 1.696 2.616 -0.0791
C -0.866 1.428 1.906 -0.3123
P -0.288 2.437 0.480 1.1178
C -1.573 3.761 0.472 -0.3834
C -1.549 4.914 1.253 -0.0987
C -2.571 5.850 1.164 -0.1071
C -3.635 5.640 0.296 -0.1137
C -3.667 4.495 -0.488 -0.0886
C -2.638 3.565 -0.410 -0.1105
C 1.117 3.371 1.238 -0.3838
C 1.762 4.299 0.417 -0.1186
C 2.869 5.005 0.859 -0.0959
C 3.366 4.785 2.138 -0.1104
C 2.742 3.861 2.961 -0.0954
C 1.625 3.163 2.518 -0.0784
H 0.061 -1.407 3.517 0.0828
H -2.048 -0.938 4.755 0.0960
H -3.383 1.067 4.157 0.0915
H -2.639 2.556 2.360 0.0924
H -0.725 5.080 1.939 0.1008
H -2.539 6.744 1.777 0.0900
H -4.433 6.371 0.227 0.0886
H -4.487 4.326 -1.177 0.0981
H -2.648 2.677 -1.039 0.0025
H 1.395 4.454 -0.593 0.1084
H 3.357 5.711 0.199 0.0943
H 4.244 5.319 2.482 0.0899
H 3.128 3.671 3.955 0.0966
H 1.155 2.441 3.174 0.1040
O -0.901 -3.072 1.573 0.0493
C -0.462 -3.043 0.443 -0.4674
C -1.196 -3.574 -0.793 -0.0912
C -0.184 -3.424 -1.927 -0.0924
C 0.979 -2.770 -1.223 -0.4931
O 2.070 -2.433 -1.733 -0.0393
N 0.760 -2.528 0.067 0.0966
H -2.075 -2.945 -0.950 0.0847
H -1.523 -4.597 -0.610 0.1094
H -0.530 -2.755 -2.718 0.0740
H 0.137 -4.365 -2.376 0.1156
C 2.939 -3.157 4.725 -0.1011
N 2.238 -4.207 4.005 -0.2604
C 0.873 -4.317 4.486 -0.1159
C 2.232 -3.913 2.566 -0.1931
C 3.602 -4.008 1.920 -0.2460
C 4.401 -5.091 2.295 -0.0784
C 5.646 -5.295 1.721 -0.1292
C 6.086 -4.402 0.753 -0.1322
C 5.280 -3.328 0.395 -0.1478
C 4.015 -3.068 0.953 -0.1038
H 2.951 -3.391 5.793 0.0724
H 2.468 -2.170 4.583 0.0841
H 3.968 -3.089 4.370 0.0822
H 0.879 -4.535 5.557 0.0721
H 0.364 -5.131 3.966 0.0815
H 0.282 -3.405 4.312 0.0701
H 1.790 -2.928 2.376 0.0753
H 1.563 -4.641 2.094 0.1230
H 4.030 -5.770 3.055 0.0980
H 6.259 -6.138 2.020 0.0805
H 7.056 -4.538 0.283 0.0813
H 5.673 -2.661 -0.366 0.0595
C -6.697 1.392 -6.998 -0.0812
C -5.644 1.100 -5.960 -0.3074
C -5.951 1.057 -4.608 -0.0502
C -4.988 0.780 -3.638 -0.3388
C -5.416 0.752 -2.196 -0.1285
C -3.654 0.532 -4.010 -0.5906
Te -2.159 0.149 -2.545 0.6461
C -3.339 0.572 -5.384 -0.3403
C -1.939 0.317 -5.870 -0.1371
C -4.327 0.852 -6.324 -0.0507
H -7.649 1.644 -6.527 0.0608
H -6.869 0.531 -7.651 0.0671
H -6.408 2.231 -7.637 0.0663
H -6.974 1.245 -4.291 0.0972
H -6.488 0.941 -2.104 0.0606
H -4.868 1.497 -1.613 0.0404
H -5.172 -0.208 -1.737 0.0493
H -1.583 -0.657 -5.530 0.0478
H -1.246 1.047 -5.447 0.0506
H -1.892 0.362 -6.961 0.0587
H -4.053 0.878 -7.377 0.1020
```

Summary:
* net charge: -2
* total energy: -3485.96025 a.u.
* HOMO-LUMO gap: 5.4759 eV
* maximum force: 0.024 Eh/bohr

***

[4]
A molecular structure, C23H62F3LiN5O16S at a distorted geometry. Source: the OMol25 dataset; level of theory: the ωB97M-V functional and the def2-TZVPD basis.

Structure (XYZ):
```
111
Properties=species:S:1:pos:R:3:lowdin_charge:R:1
Li 1.321 0.372 -2.256 0.5806
N 0.267 1.050 0.489 -0.5049
O 0.379 0.048 -0.223 -0.0176
O 0.564 1.005 1.709 -0.0420
O -0.156 2.141 0.025 -0.0244
C 1.181 -4.001 -3.242 -0.6341
F 1.042 -5.233 -2.771 0.1344
F 2.497 -3.729 -3.279 0.1063
F 0.742 -4.012 -4.528 0.0938
S 0.244 -2.771 -2.224 0.5415
O -1.099 -2.787 -2.770 -0.2865
O 0.418 -3.232 -0.890 -0.3455
O 0.949 -1.540 -2.580 -0.3696
C -3.425 0.273 0.709 -0.0561
C -2.992 -1.137 1.076 -0.4340
C -4.139 -1.912 1.660 -0.2244
O -3.697 -3.165 2.128 -0.1605
C -4.644 -3.808 2.911 -0.1446
N -2.330 -1.879 0.000 0.0958
H -3.749 0.843 1.591 0.0732
H -4.305 0.267 0.048 0.0756
H -2.616 0.833 0.241 0.0562
H -2.261 -1.055 1.895 0.1089
H -4.942 -2.040 0.907 0.1303
H -4.563 -1.335 2.497 0.1191
H -4.158 -4.610 3.468 0.0835
H -5.466 -4.245 2.321 0.0829
H -5.093 -3.130 3.658 0.0819
H -3.020 -2.182 -0.692 0.0800
H -1.737 -1.260 -0.547 0.0362
C 2.347 -2.260 0.753 -0.0469
C 0.908 -2.746 0.990 -0.4484
C 0.923 -4.242 1.099 -0.2321
O -0.364 -4.734 1.385 -0.1527
C -0.383 -6.136 1.457 -0.1264
N 0.287 -2.070 2.184 0.0740
H 2.978 -2.351 1.640 0.0793
H 2.352 -1.260 0.322 0.0251
H 2.847 -2.897 0.000 0.0859
H 0.281 -2.381 0.172 0.0370
H 1.622 -4.559 1.889 0.1302
H 1.236 -4.583 0.100 0.1158
H 0.169 -6.589 0.628 0.0827
H -1.414 -6.486 1.477 0.0794
H 0.054 -6.482 2.415 0.0813
H 0.719 -2.424 3.039 0.0545
H 0.568 -1.097 2.073 0.0269
C -2.026 2.334 -2.677 -0.0503
C -1.329 1.015 -3.020 -0.3895
C -2.134 0.183 -3.959 -0.2025
O -2.346 0.903 -5.170 -0.1893
C -3.377 0.350 -5.902 -0.1407
N 0.054 1.275 -3.603 0.0150
H -2.249 2.864 -3.614 0.0801
H -1.423 2.980 -2.048 0.0518
H -2.990 2.174 -2.189 0.0819
H -1.177 0.484 -2.076 0.0972
H -3.104 -0.029 -3.476 0.1368
H -1.677 -0.797 -4.146 0.1202
H -3.498 0.894 -6.837 0.0843
H -4.341 0.467 -5.372 0.0918
H -3.230 -0.721 -6.080 0.0928
H -0.056 1.005 -4.580 0.0791
H 0.225 2.276 -3.665 0.0709
C 4.013 0.515 -0.538 -0.0329
C 3.802 1.464 -1.705 -0.3956
C 4.184 0.885 -3.047 -0.2237
O 3.249 -0.094 -3.387 -0.2285
C 3.692 -1.024 -4.350 -0.0861
N 2.417 2.086 -1.696 0.0311
H 5.079 0.293 -0.432 0.0926
H 3.439 -0.409 -0.607 0.0526
H 3.785 1.043 0.394 0.0703
H 4.522 2.294 -1.571 0.1389
H 5.216 0.520 -3.000 0.1316
H 4.162 1.685 -3.811 0.1304
H 4.137 -0.518 -5.224 0.0917
H 2.843 -1.617 -4.667 0.0801
H 4.480 -1.672 -3.943 0.0974
H 2.294 2.324 -0.711 0.0592
H 2.556 2.977 -2.164 0.0824
C -0.534 5.832 0.015 -0.2484
C 0.859 5.329 0.326 -0.2396
O 0.833 4.439 1.415 -0.0950
O -1.162 6.356 1.173 -0.0622
H -1.126 4.993 -0.378 0.1101
H -0.480 6.612 -0.746 0.1170
H 1.505 6.168 0.603 0.1257
H 1.283 4.849 -0.566 0.1104
H 0.576 3.554 1.077 0.0586
H -1.001 5.736 1.895 0.0839
C -2.267 -0.054 4.897 -0.2577
C -1.418 1.185 4.665 -0.2543
O -1.644 1.817 3.421 -0.0758
O -1.778 -1.144 4.171 -0.0686
H -3.302 0.111 4.590 0.1169
H -2.284 -0.237 5.984 0.1136
H -0.377 0.836 4.621 0.1144
H -1.573 1.936 5.440 0.1146
H -1.086 1.318 2.799 0.0436
H -1.117 -1.635 4.659 0.0842
C 2.270 3.126 4.304 -0.2310
C 3.356 2.435 3.525 -0.2389
O 3.027 2.461 2.142 -0.0976
O 2.143 4.499 3.903 -0.0827
H 2.493 3.156 5.370 0.1164
H 1.322 2.605 4.123 0.1070
H 3.486 1.388 3.851 0.1205
H 4.337 2.896 3.634 0.1162
H 2.148 2.058 2.060 0.0350
H 1.976 4.495 2.946 0.0405
```

Summary:
* net charge: -1
* total energy: -3096.36429 a.u.
* HOMO-LUMO gap: 6.6819 eV
* maximum force: 0.152 Eh/bohr